The following is a quantum chemistry calculation of C22H31As2N6PRh as an isolated structure in a non-equilibrium geometry, from OMol25.

Structure (XYZ):
```
63
Properties=species:S:1:pos:R:3:forces:R:3:lowdin_charge:R:1
Rh 0.195 -0.152 0.522 -0.7 -0.3 -2.4 0.78
C 0.624 -4.253 -3.348 -0.1 -0.3 -0.1 0.01
N 0.903 -2.962 -2.723 0.0 0.1 0.2 -0.10
C 1.605 -1.948 -3.297 0.1 0.2 0.0 0.00
C 1.623 -0.922 -2.392 0.1 0.0 -0.1 -0.11
N 0.941 -1.314 -1.279 -0.3 0.3 1.2 -0.04
C 0.506 -2.552 -1.497 0.1 -0.1 0.0 -0.45
P -0.577 -3.515 -0.385 0.1 0.4 0.1 1.22
C -1.869 -2.219 -0.305 -0.3 -0.1 -0.3 -0.44
N -1.681 -0.896 -0.280 0.7 -0.3 1.4 -0.06
C -2.910 -0.307 -0.349 -0.2 0.0 -0.1 -0.09
C -3.853 -1.288 -0.460 0.0 0.3 0.0 0.00
N -3.188 -2.478 -0.431 0.2 0.1 0.1 -0.10
C -3.817 -3.796 -0.491 -0.1 -0.3 -0.1 0.01
C 0.273 -3.099 1.185 -0.2 -0.2 -0.1 -0.43
N 0.531 -1.882 1.671 -0.4 1.1 -0.8 -0.06
C 1.134 -2.029 2.886 0.1 0.1 0.2 -0.08
C 1.244 -3.365 3.140 0.0 0.2 0.0 0.00
N 0.698 -4.020 2.073 0.1 0.3 0.0 -0.10
C 0.622 -5.473 1.933 -0.1 -0.4 -0.1 0.01
H 1.081 -4.274 -4.333 0.0 0.1 0.0 0.11
H -0.449 -4.399 -3.462 0.0 0.1 0.0 0.10
H 1.039 -5.065 -2.756 0.0 0.1 0.0 0.10
H 2.030 -2.017 -4.284 0.0 -0.1 0.0 0.15
H 2.072 0.051 -2.487 0.0 0.0 -0.1 0.09
H -3.045 0.761 -0.362 0.0 0.0 0.0 0.11
H -4.924 -1.220 -0.559 0.0 -0.1 0.0 0.15
H -4.894 -3.674 -0.418 0.0 0.1 0.0 0.11
H -3.482 -4.412 0.341 0.0 0.0 0.0 0.10
H -3.589 -4.295 -1.430 0.0 0.1 0.0 0.10
H 1.452 -1.196 3.490 0.0 0.0 0.0 0.12
H 1.651 -3.879 3.995 0.0 0.0 0.0 0.15
H 1.256 -5.934 2.685 0.0 0.1 0.0 0.11
H 0.974 -5.778 0.950 0.0 0.0 0.0 0.09
H -0.398 -5.825 2.073 0.0 0.1 0.0 0.11
C 3.041 2.596 -0.988 -0.6 -0.2 -0.3 -0.21
As 2.292 1.270 0.237 0.6 0.0 1.6 1.14
C 3.721 -0.039 0.384 0.0 0.0 -0.1 -0.24
C 2.299 2.192 1.959 0.2 0.0 -0.4 -0.43
C 3.505 2.692 2.441 -0.1 -0.1 0.0 -0.08
C 3.555 3.279 3.697 0.1 0.0 0.0 -0.02
C 2.406 3.372 4.470 0.0 0.0 0.1 -0.02
C 1.197 2.885 3.991 0.1 0.1 -0.2 -0.08
C 1.139 2.325 2.718 -0.5 -0.1 0.0 -0.43
As -0.602 1.890 1.934 1.3 -0.3 0.2 1.14
C -1.894 2.085 3.368 -0.2 -0.5 -0.1 -0.24
C -0.969 3.467 0.850 -0.2 -0.3 -0.2 -0.24
H 4.068 2.771 -0.670 0.0 -0.1 0.1 0.06
H 2.469 3.519 -0.931 0.0 0.0 0.0 0.05
H 3.039 2.231 -2.014 0.0 0.0 0.0 0.04
H 4.634 0.442 0.732 0.0 0.1 0.0 0.05
H 3.905 -0.478 -0.596 0.0 0.0 0.0 0.04
H 3.433 -0.826 1.077 0.0 0.1 0.0 0.03
H 4.408 2.615 1.848 0.0 0.0 0.1 0.11
H 4.496 3.652 4.079 0.0 0.0 0.0 0.13
H 2.440 3.837 5.446 0.1 0.0 0.0 0.13
H 0.312 2.967 4.606 0.0 0.1 0.0 0.10
H -1.640 1.456 4.219 0.1 0.0 0.0 0.05
H -2.881 1.800 3.007 0.0 0.0 0.0 0.04
H -1.921 3.133 3.662 0.1 0.0 -0.1 0.06
H -0.723 4.349 1.440 0.0 -0.1 0.1 0.06
H -2.031 3.482 0.606 0.0 0.0 0.0 0.04
H -0.392 3.472 -0.072 0.0 0.0 0.0 0.03
```
Positions in Å, forces in eV/Å.

The calculation puts the strongest force on any atom at 0.0486 Eh/bohr. The frontier orbital gap (alpha / beta) is 6.2 / 6.3 eV. As for the charge: +3. The lowest unoccupied orbital energy (alpha / beta) is -11.14 / -11.04 eV.